This record from the Open Molecules 2025 dataset describes the ion C26H35FN3O3 with charge +1. The level of theory is the ωB97M-V functional and the def2-TZVPD basis.

HOMO: -10.49 eV
Total charge: +1
Energy above the lowest of the compared OMol25 structures with the same formula, charge and spin: 0.731 eV
2S+1: 1
Kohn-Sham gap: 8.70 eV
Total energy: -1501.35180 Ha
SMILES: CCOc1ccc(C[N@+]23CC[C@H](CC2)[C@@]3(O)N2CCN(c3ccccc3F)CC2)cc1OC
E_LUMO: -1.79 eV

Atoms and positions in Å:
C (-4.59524, -3.93822, 1.12133)
C (-4.39045, -3.48703, -0.32038)
O (-4.65650, -2.10678, -0.50499)
C (-3.78092, -1.16731, -0.06638)
C (-2.50933, -1.45008, 0.41877)
C (-1.62837, -0.45667, 0.80786)
C (-1.99577, 0.87566, 0.72198)
C (-3.27414, 1.16894, 0.25719)
C (-4.17757, 0.18909, -0.13565)
O (-5.36049, 0.68185, -0.57197)
C (-6.48077, -0.15053, -0.80180)
H (-7.29562, 0.53546, -1.03018)
H (-6.73499, -0.73364, 0.08492)
H (-6.32012, -0.82165, -1.64644)
H (-3.62010, 2.18944, 0.19455)
C (-1.10365, 2.01759, 1.13296)
N (-0.15314, 2.49586, 0.08725)
C (0.32432, 3.85764, 0.40855)
C (1.47284, 4.12303, -0.57471)
H (1.23992, 4.92489, -1.27281)
H (2.38185, 4.39418, -0.04369)
C (1.58983, 2.78359, -1.30368)
C (1.22167, 1.74915, -0.21152)
O (0.91016, 0.51420, -0.70230)
N (2.07130, 1.78267, 0.93335)
C (3.50551, 1.88639, 0.68166)
H (3.96318, 2.05822, 1.65795)
C (4.07959, 0.60464, 0.04072)
N (3.23076, -0.51192, 0.42216)
H (1.51861, -0.15396, -0.31509)
C (3.52713, -1.78909, -0.09398)
C (4.72303, -2.12094, -0.72326)
C (4.92205, -3.38863, -1.24362)
C (3.93831, -4.35593, -1.14975)
C (2.73016, -4.04641, -0.54696)
C (2.54068, -2.77804, -0.04673)
F (1.33400, -2.46411, 0.50383)
H (1.93262, -4.76791, -0.47275)
H (4.10209, -5.34346, -1.54894)
H (5.86152, -3.61954, -1.72053)
H (5.51062, -1.38983, -0.80537)
C (2.87486, -0.40449, 1.83054)
C (1.85922, 0.74779, 1.95479)
H (1.94930, 1.22477, 2.93545)
H (0.85710, 0.33938, 1.85366)
H (3.76985, -0.21008, 2.43769)
H (2.43018, -1.33072, 2.18921)
H (5.11828, 0.47888, 0.37821)
H (4.07372, 0.67526, -1.05050)
H (3.73370, 2.74696, 0.05914)
C (0.39408, 2.66045, -2.24514)
C (-0.77287, 2.50920, -1.26202)
H (-1.49651, 3.32078, -1.31780)
H (-1.28743, 1.56064, -1.40680)
H (0.48691, 1.77464, -2.87021)
H (0.29496, 3.53270, -2.88685)
H (2.53840, 2.60833, -1.80072)
H (-0.49465, 4.56913, 0.30826)
H (0.67789, 3.86156, 1.43972)
H (-1.74354, 2.87318, 1.36629)
H (-0.52673, 1.77952, 2.02539)
H (-0.66104, -0.75895, 1.17078)
H (-2.17562, -2.47135, 0.49216)
H (-5.11764, -3.98071, -0.97016)
H (-3.38506, -3.73853, -0.67698)
H (-3.90833, -3.43129, 1.79487)
H (-4.43168, -5.00950, 1.19231)
H (-5.61190, -3.71842, 1.43712)